(1)
Formula: C10H35BrN13O7
Source: the Open Molecules 2025 dataset
Level of theory: the ωB97M-V functional and the def2-TZVPD basis

```
66
Properties=species:S:1:pos:R:3:lowdin_charge:R:1
Br -16.165 2.135 15.511 -0.9918
C -16.611 -0.162 22.230 -0.7310
O -17.526 0.646 22.219 0.0295
N -16.173 -0.835 23.336 0.1239
N -15.769 -0.292 21.238 0.1577
H -16.284 -0.366 24.224 0.1020
H -15.350 -1.411 23.235 0.0842
H -15.890 0.244 20.390 0.1302
H -15.140 -1.080 21.288 0.1027
C -13.808 2.100 9.382 -0.7671
O -14.758 1.325 9.146 0.0113
N -13.489 2.501 10.589 0.1579
N -12.955 2.560 8.525 0.1426
H -12.649 3.051 10.700 0.0989
H -14.001 2.197 11.404 0.1280
H -12.194 3.171 8.787 0.1075
H -13.122 2.124 7.630 0.1186
C -20.986 -1.932 13.584 -0.7221
O -20.374 -1.867 12.450 -0.0199
N -20.841 -1.227 14.653 0.1565
N -21.654 -3.018 13.919 0.1248
H -20.254 -0.407 14.595 0.1350
H -21.792 -1.217 14.993 0.1084
H -22.097 -2.967 14.825 0.0994
H -21.671 -3.805 13.286 0.1168
C -19.655 3.719 9.823 -0.7839
O -19.550 2.523 9.604 0.0410
N -19.376 4.272 10.957 0.1677
N -19.965 4.580 8.864 0.1336
H -19.701 5.210 11.144 0.1067
H -18.946 3.719 11.685 0.1316
H -19.975 4.150 7.950 0.1066
H -20.521 5.411 9.009 0.0955
C -15.510 -3.944 12.467 -0.8332
O -15.848 -3.276 11.462 0.0080
N -15.330 -5.173 12.517 0.1757
N -15.313 -3.306 13.550 0.1603
H -15.012 -5.697 13.319 0.1199
H -15.537 -5.711 11.688 0.1269
H -15.026 -3.554 14.486 0.1109
H -15.917 -2.504 13.660 0.1307
C -17.068 8.849 17.060 -0.8805
O -15.879 8.978 16.925 0.0324
N -17.836 9.856 17.150 0.1699
N -17.567 7.703 17.224 0.1859
H -17.532 10.767 16.836 0.1287
H -18.718 9.570 17.551 0.1101
H -18.575 7.630 17.232 0.1108
H -17.102 6.818 17.372 0.1418
C -10.373 -0.039 17.016 -0.0774
C -10.431 0.438 18.440 -0.4598
C -9.037 0.311 19.154 -0.2263
O -8.717 -0.897 19.720 -0.1681
C -7.329 -1.080 20.080 -0.0932
N -10.873 1.805 18.412 0.0338
H -11.142 0.095 16.255 0.0847
H -10.340 -1.119 17.157 0.0761
H -9.474 0.274 16.485 0.0757
H -11.206 -0.141 18.941 0.1325
H -9.056 1.105 19.900 0.1134
H -8.246 0.590 18.459 0.1234
H -7.144 -0.156 20.628 0.0764
H -6.443 -1.049 19.446 0.0780
H -7.122 -1.975 20.667 0.0824
H -10.933 1.980 19.405 0.0635
H -11.817 1.619 18.104 0.0837
```

Values from the calculation:
E_HOMO   -3.8563 eV
Net charge   -1
Largest force on an atom   9.2 eV/A
E_tot   -114685.2741 eV
LUMO   2.10 eV

=====

(2)
Formula: CH6N4OS
Source: the Open Molecules 2025 dataset
Level of theory: the ωB97M-V functional and the def2-TZVPD basis

```
13
Properties=species:S:1:pos:R:3:lowdin_charge:R:1
C 0.196 0.294 -0.239 -0.6851
H 2.064 -1.615 -1.127 0.1909
H 3.228 -0.307 0.731 0.2000
H 0.214 2.152 -0.357 0.1653
H -2.388 1.742 -0.337 0.1446
H 0.292 -1.676 0.443 0.1353
H -2.497 -1.380 1.286 -0.0276
N 2.028 -0.841 0.199 -0.1696
N 1.477 0.442 -0.299 -0.1123
N -0.507 1.381 -0.393 -0.0891
N -0.377 -0.891 -0.008 -0.3347
O -1.573 1.807 0.326 -0.0951
S -2.156 -1.107 -0.225 0.6775
```

Values from the calculation:
E_HOMO   -8.0710 eV
Net charge   0
Largest force on an atom   6.1 eV/A
E_tot   -19968.6860 eV
LUMO   0.10 eV

=====

(3)
Formula: C4H13NO2
Source: the Open Molecules 2025 dataset
Level of theory: the ωB97M-V functional and the def2-TZVPD basis

```
20
Properties=species:S:1:pos:R:3:lowdin_charge:R:1
C -0.942 1.356 0.455 -0.1293
N -0.025 0.367 1.057 -0.0803
C 1.115 0.080 0.169 -0.3858
C 1.784 1.251 -0.523 -0.0654
C 0.530 -0.949 -0.853 -0.2175
O 0.440 -2.214 -0.207 -0.0675
H -1.955 1.099 0.773 0.0726
H -1.040 1.167 -0.615 0.0635
H -0.643 2.398 0.533 0.0764
H 0.218 0.703 1.974 0.1008
H 1.746 -0.576 0.773 0.1396
H 2.614 1.035 -1.201 0.0784
H 2.157 1.961 0.217 0.0808
H 1.080 1.717 -1.214 0.0727
H -0.407 -0.669 -1.324 0.1032
H 1.273 -1.161 -1.627 0.1217
H -0.131 -2.172 0.533 0.0309
O -2.850 -1.652 0.571 -0.0167
H -2.885 -1.661 -0.370 0.0263
H -2.078 -2.079 0.879 -0.0046
```

Values from the calculation:
E_HOMO   -9.1461 eV
Net charge   0
Largest force on an atom   2.1 eV/A
E_tot   -9942.9589 eV
LUMO   0.87 eV

=====

(4)
Formula: C14H27CrNO4SSb
Source: the Open Molecules 2025 dataset
Level of theory: the ωB97M-V functional and the def2-TZVPD basis

```
49
Properties=species:S:1:pos:R:3:lowdin_charge:R:1
Cr 0.477 0.123 0.054 0.4821
C 1.372 3.116 0.478 -0.0093
O 1.332 1.947 -0.377 -0.3624
C 2.509 1.754 -1.210 -0.1272
C 3.432 0.781 -0.522 -0.1096
O 2.629 -0.319 -0.036 -0.2200
C 3.003 -0.791 1.281 -0.1089
C 2.438 0.162 2.299 -0.1216
O 1.000 0.246 2.127 -0.2874
C 0.268 -0.581 3.071 -0.0178
H 1.357 4.005 -0.147 0.1168
H 0.496 3.087 1.116 0.0980
H 2.271 3.104 1.091 0.1057
H 2.159 1.364 -2.160 0.1058
H 2.996 2.711 -1.383 0.1537
H 4.166 0.400 -1.231 0.1569
H 3.961 1.245 0.310 0.1385
H 2.561 -1.779 1.376 0.1426
H 4.085 -0.880 1.365 0.1562
H 2.672 -0.150 3.316 0.1525
H 2.824 1.168 2.160 0.1238
H 0.498 -0.238 4.077 0.1149
H -0.788 -0.445 2.865 0.0919
H 0.532 -1.627 2.949 0.1031
O -0.116 -1.648 0.451 -0.2652
N -0.562 -2.472 -0.531 -0.1491
C -1.061 -3.663 -0.144 0.0197
C -1.511 -4.545 -1.085 -0.0037
C -1.447 -4.189 -2.433 -0.0036
C -0.937 -2.962 -2.794 -0.0384
C -0.479 -2.082 -1.816 -0.5838
S 0.202 -0.523 -2.161 0.7880
H -1.064 -3.839 0.921 0.1524
H -1.907 -5.499 -0.767 0.1308
H -1.798 -4.873 -3.194 0.1334
H -0.876 -2.655 -3.829 0.1291
C -1.898 2.959 -1.346 -0.2557
Sb -1.946 1.183 -0.198 1.3966
C -3.275 -0.012 -1.328 -0.2670
C -3.172 1.739 1.444 -0.2601
H -2.920 3.173 -1.656 0.0323
H -1.272 2.814 -2.224 0.0231
H -1.521 3.786 -0.750 0.0183
H -4.249 0.474 -1.305 0.0304
H -3.360 -1.011 -0.907 0.0200
H -2.908 -0.069 -2.350 0.0162
H -4.204 1.674 1.104 0.0253
H -2.945 2.763 1.736 0.0236
H -3.024 1.076 2.293 0.0087
```

Values from the calculation:
E_HOMO (alpha / beta)   -14.5801 / -14.6843 eV
Net charge   +2
Largest force on an atom   0.6 eV/A
E_tot   -70414.9560 eV
LUMO (alpha / beta)   -6.91 / -6.16 eV
Multiplicity   4

=====

(5)
Formula: C44H67N2O4P2RbSe4Si
Source: the Open Molecules 2025 dataset
Level of theory: the ωB97M-V functional and the def2-TZVPD basis

```
125
Properties=species:S:1:pos:R:3:lowdin_charge:R:1
Rb 1.233 -1.185 -2.643 0.2724
C 3.583 3.373 -1.851 -0.3230
Si 1.983 2.321 -1.492 0.5987
C 0.677 3.765 -1.555 -0.3693
C 0.940 5.029 -2.159 -0.1319
C 0.100 6.077 -2.121 -0.1171
C -1.024 6.067 -1.273 -0.0984
C -1.406 4.846 -0.772 -0.1206
C -0.522 3.750 -0.882 -0.4028
P -1.193 2.054 -0.460 1.1541
C -2.371 2.359 0.983 -0.4055
C -2.676 0.914 1.571 -0.2330
C -3.574 1.019 2.780 -0.1812
C -3.125 2.142 3.797 -0.1723
C -1.773 2.795 3.481 -0.1812
C -1.859 3.360 2.037 -0.1992
C -2.332 2.011 -1.977 -0.4298
C -1.566 1.948 -3.261 -0.2002
C -2.403 1.588 -4.536 -0.1614
C -3.892 1.775 -4.223 -0.1943
C -4.377 0.970 -2.978 -0.1904
C -3.398 0.948 -1.858 -0.2324
C 2.256 2.579 0.523 -0.2833
C 2.154 3.922 1.048 -0.0998
C 2.087 4.100 2.431 -0.1100
C 2.356 2.994 3.292 -0.1045
C 2.582 1.728 2.772 -0.1510
C 2.501 1.527 1.400 -0.4107
P 2.711 -0.162 0.693 1.0853
C 4.546 -0.210 0.656 -0.4341
C 5.403 0.562 1.755 -0.1614
C 5.546 -0.256 3.093 -0.1810
C 6.218 -1.661 2.859 -0.1847
C 5.207 -2.339 1.905 -0.1941
C 5.066 -1.631 0.503 -0.1886
C 2.127 -1.253 2.081 -0.4288
C 0.706 -0.800 2.675 -0.2136
C 0.264 -1.678 3.804 -0.1996
C 0.330 -3.223 3.445 -0.2045
C 1.587 -3.609 2.710 -0.2287
C 1.905 -2.658 1.570 -0.2909
H 3.583 4.340 -1.180 0.0328
H 3.977 3.535 -2.925 0.0274
H 4.304 2.709 -1.304 -0.0130
H 1.828 5.106 -2.729 0.0750
H 0.343 6.989 -2.641 0.0888
H -1.771 6.877 -1.150 0.0974
H -2.343 4.693 -0.223 0.0928
H -3.348 2.757 0.663 0.1068
H -1.732 0.496 1.870 0.0757
H -3.084 0.208 0.865 0.0725
H -3.563 -0.032 3.213 0.1108
H -4.545 1.264 2.480 0.0772
H -3.170 1.790 4.800 0.0822
H -3.811 2.981 3.697 0.0998
H -0.930 2.179 3.591 0.0734
H -1.550 3.604 4.212 0.1149
H -0.847 3.677 1.750 0.0892
H -2.425 4.237 1.943 0.0797
H -2.818 3.001 -1.939 0.1117
H -0.709 1.267 -3.235 0.0733
H -1.055 2.914 -3.381 0.1088
H -2.259 0.545 -4.834 0.1041
H -2.005 2.182 -5.333 0.0960
H -4.477 1.464 -5.107 0.1037
H -4.128 2.815 -4.074 0.0938
H -4.653 -0.072 -3.294 0.1239
H -5.282 1.422 -2.582 0.0965
H -2.927 -0.017 -1.845 0.1081
H -3.933 1.008 -0.923 0.0884
H 2.102 4.776 0.330 0.0996
H 2.051 5.127 2.725 0.0774
H 2.257 3.291 4.395 0.1086
H 2.459 0.743 3.356 0.1005
H 4.682 0.321 -0.236 0.0649
H 5.091 1.572 1.995 0.0849
H 6.448 0.698 1.435 0.1061
H 4.385 -0.300 3.685 0.1640
H 6.165 0.292 3.748 0.0597
H 6.241 -2.200 3.812 0.1039
H 7.096 -1.651 2.379 0.0547
H 4.274 -2.258 2.469 0.0598
H 5.525 -3.395 1.680 0.1245
H 4.329 -2.232 -0.094 0.1020
H 6.008 -1.662 -0.033 0.1055
H 2.803 -1.372 2.957 0.0800
H 0.005 -0.826 1.872 0.0683
H 0.680 0.226 3.084 0.0855
H -0.783 -1.467 4.126 0.1083
H 0.955 -1.545 4.646 0.1045
H -0.550 -3.525 2.725 0.1303
H 0.262 -3.752 4.479 0.1203
H 1.548 -4.632 2.473 0.0873
H 2.418 -3.589 3.525 0.1332
H 1.051 -2.836 0.926 0.0535
H 2.819 -2.943 1.079 0.0541
Se -0.551 -2.764 -5.040 -0.2379
Se 1.692 -3.542 -5.075 -0.2285
Se 1.764 -5.324 -3.444 -0.1461
Se 1.457 -4.194 -1.440 -0.1848
O -0.543 -1.053 -0.528 -0.2258
H -0.146 -0.219 -0.325 -0.0916
H -1.214 -1.334 0.110 -0.0062
O 0.699 0.476 -6.021 -0.1126
H 0.140 -0.353 -5.998 -0.0470
H 0.410 0.961 -5.269 -0.0288
O -2.020 -7.613 -3.794 -0.0739
C -1.654 -6.232 -4.016 -0.2684
N -1.894 -5.447 -2.814 0.1136
C -3.162 -5.233 -2.467 -0.4544
O -4.076 -5.696 -3.066 0.0686
C -3.367 -4.346 -1.178 -0.0650
C -4.643 -4.176 -0.606 -0.0002
C -4.798 -3.288 0.457 -0.0477
C -3.687 -2.571 0.943 -0.1720
N -2.530 -2.907 0.533 0.0622
C -2.369 -3.708 -0.536 -0.0719
H -2.966 -7.429 -3.568 0.0685
H -2.174 -5.743 -4.849 0.1061
H -0.540 -6.191 -4.304 0.0536
H -1.162 -4.934 -2.403 0.0247
H -5.347 -4.870 -0.973 0.0971
H -5.779 -3.043 0.845 0.0903
H -3.770 -2.025 1.889 0.1031
H -1.336 -3.860 -0.806 0.0452
```

Values from the calculation:
E_HOMO   -1.6437 eV
Net charge   -2
Largest force on an atom   5.8 eV/A
E_tot   -346382.7725 eV
LUMO   3.61 eV

=====

(6)
Formula: C18H24FeN2O3
Source: the Open Molecules 2025 dataset
Level of theory: the ωB97M-V functional and the def2-TZVPD basis

```
48
Properties=species:S:1:pos:R:3:lowdin_charge:R:1
Fe -0.032 -0.181 0.083 1.2322
C 2.157 0.279 -2.239 0.0087
O 1.728 0.697 -0.912 -0.2929
C 1.978 2.090 -0.652 -0.1235
C 1.530 2.371 0.751 -0.1050
O 0.220 1.835 1.001 -0.2059
C -0.915 2.696 0.770 -0.0976
C -1.267 2.722 -0.682 -0.1423
O -1.261 1.359 -1.123 -0.2804
C -1.612 1.233 -2.525 -0.0035
H 3.244 0.285 -2.291 0.1233
H 1.798 -0.735 -2.402 0.0945
H 1.754 0.947 -2.999 0.1132
H 3.048 2.301 -0.719 0.1669
H 1.476 2.697 -1.406 0.1378
H 2.188 1.870 1.460 0.1347
H 1.566 3.441 0.957 0.1674
H -1.726 2.259 1.353 0.1481
H -0.731 3.700 1.148 0.1634
H -2.260 3.163 -0.801 0.1649
H -0.574 3.308 -1.288 0.1393
H -2.666 1.469 -2.666 0.1215
H -1.013 1.913 -3.129 0.1148
H -1.426 0.208 -2.828 0.0796
C -0.031 -1.405 2.429 -0.0323
C 1.175 -0.687 2.384 -0.0198
C 2.151 -0.977 1.400 -0.0309
C 1.915 -1.966 0.451 -0.0427
C 0.719 -2.687 0.490 -0.0293
C -0.256 -2.407 1.493 -0.0394
H -0.737 -1.234 3.233 0.1505
H 1.391 0.038 3.160 0.1505
H 3.111 -0.477 1.428 0.1504
H 2.690 -2.240 -0.255 0.1504
H 0.570 -3.524 -0.183 0.1440
H -1.137 -3.033 1.571 0.1461
N -6.200 -3.506 -2.828 0.2646
C -5.248 -3.072 -2.350 -0.1208
C -4.063 -2.505 -1.775 -0.1489
C -4.153 -1.678 -0.654 0.0576
C -2.998 -1.109 -0.165 -0.0862
N -1.800 -1.339 -0.730 -0.0334
C -1.706 -2.160 -1.792 -0.1064
C -2.815 -2.760 -2.346 0.0554
H -5.103 -1.485 -0.174 0.1518
H -3.032 -0.457 0.700 0.1313
H -0.722 -2.343 -2.205 0.1263
H -2.712 -3.417 -3.199 0.1522
```

Values from the calculation:
E_HOMO (alpha / beta)   -19.3372 / -19.3014 eV
Net charge   +3
Largest force on an atom   1.2 eV/A
E_tot   -62533.8033 eV
LUMO (alpha / beta)   -10.25 / -13.87 eV
Multiplicity   6